Record 1
Computed, not measured: one molecule with the formula C5H8N2, with ωB97M-V with the def2-TZVPD basis set.

Atoms and positions in Å:
C1 0.83 -0.60 1.09
C2 1.54 -0.11 -1.01
N1 0.20 -0.01 -0.22
C3 -0.61 1.19 0.01
C4 -1.90 0.84 0.03
N2 -2.04 -0.53 -0.32
C5 -0.86 -0.96 -0.52
H1 1.16 -1.63 0.90
H2 1.71 -0.02 1.35
H3 0.05 -0.54 1.84
H4 1.34 -0.07 -2.07
H5 2.04 0.81 -0.67
H6 -0.13 2.16 0.14
H7 -2.78 1.42 0.28
H8 -0.56 -1.95 -0.83

gap between HOMO and LUMO	6.9	eV
energy above the lowest of the compared OMol25 structures with the same formula, charge and spin	483.9	kJ/mol
F_max	1.0	eV/A



Record 2
Computed, not measured: an isolated ion of composition C5H12NO2 and charge -1 at a distorted geometry, with ωB97M-V with the def2-TZVPD basis set.

Atoms and positions in Å:
C1 -0.86 1.33 0.24
C2 -0.18 0.28 -0.64
C3 1.21 -0.07 -0.11
C4 2.39 1.04 -0.20
O1 3.37 0.62 0.61
N1 -1.07 -0.91 -0.85
C5 -1.26 -1.81 0.25
O2 -2.43 -1.55 1.07
H1 -0.42 2.32 -0.01
H2 -1.91 1.45 0.04
H3 -0.63 1.28 1.31
H4 -0.22 0.68 -1.67
H5 1.26 -0.50 0.89
H6 1.66 -0.79 -0.80
H7 2.05 2.09 0.00
H8 2.81 1.04 -1.25
H9 -1.87 -0.73 -1.42
H10 -0.35 -1.71 0.83
H11 -1.46 -2.78 -0.22
H12 -2.11 -1.30 1.95

gap between HOMO and LUMO	5.7	eV
energy above the lowest of the compared OMol25 structures with the same formula, charge and spin	360.3	kJ/mol
F_max	2.4	eV/A
structure (SMILES)	C[C@@H](CC[O-])NCO
charge	-1



Record 3
Computed, not measured: a 3-piece molecular cluster, C26H27BrF3N2 overall, with ωB97M-V with the def2-TZVPD basis set.

Atoms and positions in Å:
C1 3.33 0.49 -0.88
C2 2.72 0.72 -2.26
C3 1.29 0.25 -2.36
F1 0.75 0.59 -3.57
N1 1.18 -1.19 -2.19
C4 1.55 -2.17 -3.09
Br1 2.26 -1.89 -4.77
C5 1.34 -3.35 -2.50
N2 0.84 -3.07 -1.25
C6 0.72 -1.77 -1.08
C7 0.12 -1.12 0.12
C8 -1.26 -0.56 -0.22
C9 -2.19 -1.39 -0.82
C10 -3.46 -0.93 -1.12
C11 -3.83 0.38 -0.82
C12 -5.22 0.89 -1.12
C13 -2.89 1.20 -0.21
C14 -1.61 0.75 0.09
H1 2.87 1.15 -0.14
H2 4.40 0.69 -0.90
H3 3.20 -0.53 -0.53
H4 2.76 1.79 -2.47
H5 3.31 0.24 -3.04
H6 0.68 0.72 -1.59
H7 1.51 -4.34 -2.89
H8 0.59 -3.77 -0.56
H9 0.78 -0.34 0.50
H10 0.00 -1.91 0.85
H11 -1.95 -2.42 -1.06
H12 -4.17 -1.60 -1.58
H13 -5.64 0.36 -1.97
H14 -5.86 0.74 -0.25
H15 -5.19 1.95 -1.35
H16 -3.16 2.22 0.03
H17 -0.93 1.45 0.57
F2 1.04 -3.50 2.03
C15 0.45 -3.56 3.26
C16 0.63 -2.51 4.13
C17 0.02 -2.57 5.37
C18 -0.75 -3.67 5.72
C19 -0.91 -4.72 4.82
C20 -0.31 -4.67 3.58
H18 1.24 -1.66 3.84
H19 0.15 -1.75 6.07
H20 -1.22 -3.71 6.69
H21 -1.51 -5.58 5.10
H22 -0.42 -5.47 2.86
F3 0.87 2.82 0.91
C21 0.97 3.90 0.09
C22 0.85 3.67 -1.27
C23 0.95 4.74 -2.15
C24 1.17 6.01 -1.65
C25 1.28 6.22 -0.28
C26 1.18 5.16 0.61
H23 0.67 2.66 -1.59
H24 0.86 4.57 -3.21
H25 1.25 6.85 -2.32
H26 1.45 7.22 0.11
H27 1.26 5.30 1.68

gap between HOMO and LUMO	9.4	eV
energy above the lowest of the compared OMol25 structures with the same formula, charge and spin	0.0	kJ/mol
F_max	0.7	eV/A
charge	+1



Record 4
Computed, not measured: C29H23F6N5O10PdS5 as an isolated structure, with ωB97M-V with the def2-TZVPD basis set.

Atoms and positions in Å:
Pd1 -0.31 0.74 -0.21
O1 1.00 3.57 -2.77
S1 0.04 2.85 -1.99
O2 -0.18 1.44 -2.35
O3 0.31 2.86 -0.52
C1 -1.53 3.67 -2.29
C2 -1.41 4.91 -2.90
C3 -2.53 5.64 -3.27
C4 -3.79 5.13 -3.04
C5 -3.92 3.89 -2.42
C6 -2.81 3.16 -2.03
S2 -3.21 1.66 -1.12
O4 -4.58 1.80 -0.70
O5 -2.94 0.50 -1.96
O6 -2.27 1.69 0.05
H1 -0.42 5.29 -3.11
H2 -2.41 6.61 -3.75
H3 -4.67 5.68 -3.33
H4 -4.90 3.49 -2.20
C7 -4.40 -3.23 0.30
N1 -3.14 -3.61 -0.34
C8 -2.80 -4.87 -0.73
C9 -1.55 -4.80 -1.27
N2 -1.15 -3.50 -1.20
C10 -2.13 -2.75 -0.61
S3 -2.18 -1.14 -0.09
C11 0.07 -3.03 -1.79
C12 1.24 -3.73 -1.55
C13 2.37 -3.30 -2.23
C14 2.26 -2.23 -3.09
C15 1.04 -1.58 -3.22
N3 -0.06 -1.98 -2.58
H5 -5.07 -4.08 0.26
H6 -4.83 -2.38 -0.23
H7 -4.21 -2.95 1.33
H8 -3.46 -5.71 -0.61
H9 -0.94 -5.56 -1.73
H10 1.27 -4.55 -0.85
H11 3.31 -3.79 -2.07
H12 3.12 -1.86 -3.63
H13 0.93 -0.70 -3.84
F1 4.29 1.31 1.91
C16 3.51 1.83 0.97
F2 4.07 2.91 0.46
F3 2.35 2.17 1.54
S4 3.16 0.57 -0.39
O7 3.21 1.28 -1.62
O8 1.85 0.04 0.02
N4 4.16 -0.62 -0.19
S5 5.74 -0.43 -0.29
O9 6.37 -1.48 0.46
O10 6.17 0.93 -0.16
C17 6.14 -0.86 -2.04
F4 7.45 -0.77 -2.22
F5 5.76 -2.12 -2.33
F6 5.53 -0.05 -2.90
C18 -0.91 -3.59 3.08
C19 -1.74 -2.60 3.59
C20 -1.51 -1.27 3.27
C21 -0.46 -0.93 2.42
C22 0.38 -1.92 1.91
C23 0.15 -3.25 2.25
N5 -0.31 0.41 1.98
C24 -0.22 1.39 2.90
C25 0.18 1.15 4.24
C26 0.30 2.19 5.13
C27 0.02 3.49 4.72
C28 -0.37 3.75 3.41
C29 -0.48 2.73 2.50
H14 -1.07 -4.63 3.35
H15 -2.56 -2.86 4.24
H16 -2.17 -0.49 3.64
H17 1.20 -1.65 1.26
H18 0.82 -4.01 1.88
H19 0.43 0.14 4.54
H20 0.63 2.00 6.14
H21 0.12 4.31 5.43
H22 -0.58 4.77 3.10
H23 -0.79 2.92 1.48

gap between HOMO and LUMO (spin up / spin down)	8.4 / 6.0	eV
energy above the lowest of the compared OMol25 structures with the same formula, charge and spin	8.4	kJ/mol
F_max	0.5	eV/A
expectation value of S²	6.064
multiplicity	5



Record 5
Computed, not measured: C40H46GeIrNO4SSi2 as an isolated structure at a distorted geometry, with ωB97M-V with the def2-TZVPD basis set.

Atoms and positions in Å:
Ir1 -0.14 2.16 0.12
C1 4.44 2.55 1.86
Si1 2.71 1.87 1.67
C2 2.69 0.00 1.68
C3 1.63 2.57 3.04
C4 1.95 2.47 0.01
C5 1.73 3.94 0.03
C6 2.60 5.03 0.01
C7 2.05 6.30 0.11
C8 0.67 6.46 0.19
C9 -0.14 5.33 0.18
N1 0.40 4.12 0.11
Si2 2.57 1.88 -1.72
C10 2.47 0.02 -1.87
C11 1.51 2.72 -3.02
C12 4.35 2.44 -1.90
H1 4.86 2.19 2.80
H2 4.45 3.64 1.89
H3 5.11 2.22 1.06
H4 2.75 -0.38 2.70
H5 3.53 -0.41 1.12
H6 1.76 -0.37 1.24
H7 1.87 2.08 3.99
H8 0.57 2.42 2.87
H9 1.80 3.64 3.18
H10 3.66 4.87 -0.07
H11 2.69 7.16 0.12
H12 0.22 7.44 0.27
H13 -1.21 5.40 0.24
H14 1.64 -0.39 -1.29
H15 3.39 -0.46 -1.53
H16 2.31 -0.26 -2.91
H17 0.45 2.50 -2.90
H18 1.81 2.37 -4.01
H19 1.63 3.81 -3.01
H20 4.99 2.02 -1.13
H21 4.45 3.53 -1.88
H22 4.73 2.10 -2.87
O1 -7.69 0.49 -0.76
C13 -7.17 1.73 -0.76
O2 -7.79 2.65 -1.18
C14 -5.79 1.90 -0.18
C15 -4.94 0.84 0.13
C16 -3.70 1.08 0.69
C17 -3.30 2.40 0.95
S1 -1.80 2.69 1.77
C18 -4.15 3.47 0.64
C19 -5.38 3.21 0.07
H23 -7.10 -0.17 -0.38
H24 -5.21 -0.19 -0.06
H25 -3.04 0.27 0.96
H26 -3.85 4.49 0.86
H27 -6.06 4.01 -0.18
O3 -1.28 1.36 -1.66
C20 -0.97 0.20 -1.26
O4 -0.37 0.10 -0.14
C21 -1.29 -1.00 -2.08
C22 -2.02 -2.08 -1.27
Ge1 -0.96 -3.64 -0.40
C23 0.70 -3.88 0.79
C24 1.90 -3.19 0.66
C25 2.96 -3.47 1.51
C26 2.83 -4.45 2.49
C27 1.64 -5.14 2.62
C28 0.57 -4.86 1.78
C29 -1.81 -2.89 1.44
C30 -1.08 -2.03 2.24
C31 -1.68 -1.46 3.35
C32 -3.00 -1.76 3.68
C33 -3.72 -2.64 2.89
C34 -3.13 -3.22 1.77
C35 0.06 -4.17 -2.10
C36 1.28 -4.83 -2.04
C37 1.92 -5.22 -3.21
C38 1.32 -4.99 -4.44
C39 0.07 -4.40 -4.51
C40 -0.56 -4.00 -3.34
H28 -0.36 -1.37 -2.52
H29 -1.91 -0.65 -2.91
H30 -2.75 -2.59 -1.90
H31 -2.56 -1.64 -0.43
H32 2.02 -2.45 -0.12
H33 3.90 -2.94 1.39
H34 3.66 -4.66 3.15
H35 1.53 -5.90 3.39
H36 -0.36 -5.40 1.89
H37 -0.05 -1.80 2.00
H38 -1.10 -0.79 3.97
H39 -3.45 -1.32 4.55
H40 -4.75 -2.89 3.14
H41 -3.70 -3.90 1.15
H42 1.75 -5.05 -1.09
H43 2.88 -5.72 -3.15
H44 1.83 -5.28 -5.36
H45 -0.42 -4.25 -5.46
H46 -1.55 -3.55 -3.40

gap between HOMO and LUMO (spin up / spin down)	4.3 / 4.9	eV
energy above the lowest of the compared OMol25 structures with the same formula, charge and spin	459.6	kJ/mol
F_max	3.5	eV/A
expectation value of S²	1.030
charge	+1
multiplicity	2



Record 6
Computed, not measured: a 2-piece molecular cluster, C4H12 overall at a distorted geometry, with ωB97M-V with the def2-TZVPD basis set.

Atoms and positions in Å:
C1 -1.79 -0.23 -0.66
C2 -3.10 -0.99 -0.51
H1 -0.92 -0.66 -0.17
H2 -1.44 -0.11 -1.70
H3 -1.80 0.79 -0.27
H4 -3.93 -0.32 -0.27
H5 -3.03 -1.83 0.20
H6 -3.33 -1.47 -1.47
C3 1.83 0.65 0.08
C4 3.04 0.55 1.12
H7 1.74 -0.38 -0.28
H8 0.94 1.10 0.48
H9 2.14 1.29 -0.75
H10 2.55 0.47 2.09
H11 3.59 1.48 1.06
H12 3.68 -0.30 0.95

gap between HOMO and LUMO	12.8	eV
energy above the lowest of the compared OMol25 structures with the same formula, charge and spin	42.1	kJ/mol
F_max	2.3	eV/A
structure (SMILES)	CC.CC



Q: Which of these has the lowest energy above the lowest of the compared OMol25 structures with the same formula, charge and spin?
A: C26H27BrF3N2



Q: energy above the lowest of the compared OMol25 structures with the same formula, charge and spin of number 1 (C5H8N2)?
A: 483.9 kJ/mol